# 1
A molecular structure, C4H8S, computed with ωB97M-V/def2-TZVPD.

Geometry as ORCA input:
```
! RIJCOSX wB97M-V def2-TZVPD def2/J DEFGRID3
* xyz 0 1
H -2.27315 -0.16104 -0.39473
H -0.43068 1.40493 -1.14199
C -0.39087 0.68347 -0.47203
C -0.90669 0.86661 0.88021
H -0.09100 0.30721 1.64735
H 0.72058 -1.99314 0.32587
H 1.80512 1.46966 -0.10929
C -1.20789 -0.30658 -0.01145
H -1.31562 -2.00154 1.60083
H -1.63991 1.52802 1.26141
C -0.74240 -1.66857 0.43573
H -1.31427 -2.44002 -0.44262
S 1.50163 0.27727 -0.48385
*
```

The HOMO energy is -8.8 eV. The calculation puts the energy relative to the best compared isomer or geometry (same formula, charge and spin) at 4.915 eV. The gap between HOMO and LUMO is 9.6068 eV. For the total energy, the calculation gives -15107.470 eV.

Results of the Löwdin charge analysis, in e, for atoms 1 through 2: atom 1 (H): 0.163, atom 2 (H): 0.042


# 2
2 unconnected molecules or ions with the total composition C4H8S, computed with ωB97M-V/def2-TZVPD.

Geometry as ORCA input:
```
! RIJCOSX wB97M-V def2-TZVPD def2/J DEFGRID3
* xyz 0 1
H -1.36040 -0.44443 1.67524
C 0.18717 1.16340 -0.19804
C -0.89709 -0.92761 -0.50609
C -1.76488 -0.38397 0.58008
C -1.06946 0.59951 -0.42787
H -2.78853 -0.42928 0.61509
H 5.43685 -0.54473 0.77216
S 4.42965 -0.08659 -0.05452
H 0.23412 2.20418 -0.12059
H -1.55338 -1.42155 -1.12573
H 1.06873 0.60743 -0.17637
H -1.92178 1.07638 -0.82141
H -0.00099 -1.41275 -0.21196
*
```

The HOMO energy (alpha / beta) is -10.2 / -7.2 eV. The calculation puts the energy relative to the best compared isomer or geometry (same formula, charge and spin) at 4.703 eV. The gap between HOMO and LUMO (alpha / beta) is 10.6523 / 4.6771 eV. For the total energy, the calculation gives -15107.683 eV.

Results of the Löwdin charge analysis, in e, for atoms 1 through 2: atom 1 (H): 0.131, atom 2 (C): 0.040


# 3
A single C4H8S2 molecule, computed with ωB97M-V/def2-TZVPD.

Geometry as ORCA input:
```
! RIJCOSX wB97M-V def2-TZVPD def2/J DEFGRID3
* xyz 0 1
C -0.22830 -2.07313 0.04244
H 0.95233 -1.58550 0.29400
H -1.84093 -1.09366 -1.94784
C -2.27034 -1.25186 -0.87292
H -1.55347 -0.64980 0.96816
H 0.02131 0.20150 1.60869
H -0.26704 -2.17120 -1.07262
S -0.24629 0.49262 -0.88445
H -0.60296 -2.90800 0.84050
C -1.22237 -0.92469 0.02614
H -2.46213 -2.39339 -0.69060
C 0.65692 0.64270 0.74423
H -3.32228 -0.61083 -0.70945
S 1.96253 1.56068 0.95132
*
```

The HOMO energy is -8.7 eV. The calculation puts the energy relative to the best compared isomer or geometry (same formula, charge and spin) at 3.576 eV. The gap between HOMO and LUMO is 8.4080 eV. For the total energy, the calculation gives -25944.838 eV. As for the SMILES: CC(C)SC=S.

Results of the Löwdin charge analysis, in e, for atoms 1 through 2: atom 1 (C): -0.160, atom 2 (H): 0.130


# 4
A single C4H8S2 molecule, computed with ωB97M-V/def2-TZVPD.

Geometry as ORCA input:
```
! RIJCOSX wB97M-V def2-TZVPD def2/J DEFGRID3
* xyz 0 1
H -2.31712 0.42821 1.06934
C -1.11270 -0.32727 -0.63284
H -0.84263 -1.34736 -0.89713
H 3.50272 -0.53774 0.44919
C 2.68207 0.35203 0.17172
H -1.93688 -1.49524 1.03650
H 2.48745 0.92928 1.05470
H -3.07757 -0.66293 -0.14082
S 1.28600 -0.58028 -0.10494
C 0.01523 0.51832 -0.24037
H 3.12445 0.89834 -0.75016
C -2.15358 -0.49475 0.49792
S -0.14376 2.18677 -0.04851
H -1.51369 0.13262 -1.46461
*
```

The HOMO energy is -8.6 eV. The calculation puts the energy relative to the best compared isomer or geometry (same formula, charge and spin) at 1.658 eV. The gap between HOMO and LUMO is 8.5535 eV. For the total energy, the calculation gives -25946.756 eV. As for the SMILES: CCC(=S)SC.

Results of the Löwdin charge analysis, in e, for atoms 1 through 2: atom 1 (H): 0.062, atom 2 (C): -0.442


# 5
A single C4H8S2 molecule, computed with ωB97M-V/def2-TZVPD.

Geometry as ORCA input:
```
! RIJCOSX wB97M-V def2-TZVPD def2/J DEFGRID3
* xyz 0 1
S -1.89352 -1.35986 -0.18041
C -0.76905 -0.13126 0.45712
H 1.68835 1.21509 -0.97680
H -1.85460 -2.13615 0.91008
S 1.53489 -1.81576 -0.20906
H 0.81274 -1.88303 -1.40848
H 1.15653 -0.26642 1.61689
C 0.84300 -0.31465 0.58792
C 0.95612 1.08277 -0.16411
H -0.73518 0.63388 -1.65663
H -1.12590 0.23295 1.40144
C -0.56457 0.97813 -0.59840
H -1.06358 1.87606 -0.32608
H 1.01477 1.88823 0.54651
*
```

The HOMO energy is -9.0 eV. The calculation puts the energy relative to the best compared isomer or geometry (same formula, charge and spin) at 1.381 eV. The gap between HOMO and LUMO is 9.8381 eV. For the total energy, the calculation gives -25947.033 eV. As for the SMILES: S[C@@H]1CC[C@@H]1S.

Results of the Löwdin charge analysis, in e, for atoms 1 through 2: atom 1 (S): 0.733, atom 2 (C): -0.707


# 6
2 unconnected molecules or ions with the total composition C4H8S2Si, computed with ωB97M-V/def2-TZVPD.

Geometry as ORCA input:
```
! RIJCOSX wB97M-V def2-TZVPD def2/J DEFGRID3
* xyz 0 1
S -3.51724 -0.37359 -0.56710
S -2.75027 1.39734 -0.05567
H -0.16302 -0.82262 -2.76351
H 1.27296 -0.27746 1.21582
H -0.07948 2.48934 1.36828
H 1.10517 -0.52163 -0.44190
H 0.89637 1.69530 0.15921
C -0.02633 2.09826 0.36022
C -0.77852 -0.34683 0.54732
Si -2.12138 -1.72236 0.50897
H 0.69168 -1.86435 0.73322
C -1.05907 0.98381 0.37238
C 0.67932 -0.76006 0.46459
H -0.67144 -0.67372 -2.28534
H -0.37240 2.67343 -0.38470
*
```

The HOMO energy (alpha / beta) is -8.2 / -8.2 eV. The calculation puts the energy relative to the best compared isomer or geometry (same formula, charge and spin) at 3.782 eV. The gap between HOMO and LUMO (alpha / beta) is 7.6425 / 7.6431 eV. For the total energy, the calculation gives -33823.817 eV.

Results of the Löwdin charge analysis, in e, for atoms 1 through 2: atom 1 (S): 0.084, atom 2 (S): 0.444